1.
Formula: C2H2S4
Source: the OMol25 dataset
Level of theory: ωB97M-V/def2-TZVPD

Element x y z (Å)
S (-1.50538, -0.95626, -0.58873)
C (-0.48929, 0.15872, 0.04841)
S (-1.04314, 1.67337, 0.73072)
C (1.01747, -0.01907, 0.14995)
S (1.94403, 1.04013, 0.95971)
S (1.77716, -1.37790, -0.63512)
H (-2.33609, 1.42230, 0.45368)
H (0.63524, -1.94128, -1.11863)

Results
Strongest force on any atom (eV/A): 0.6
Structure (SMILES): S=C(S)C(=S)S
Frontier orbital gap (eV): 6.966
Relative energy (zero: lowest compared OMol25 entry of this formula, charge and spin) (kJ/mol): 0.51
Calculated total energy (eV): -45446.3274

***

2.
Formula: C48H45BF4N9O3S3Ti
Source: the OMol25 dataset
Level of theory: ωB97M-V/def2-TZVPD

Element x y z (Å)
Ti (-0.11275, -0.34432, -0.78163)
C (0.96655, 2.83822, -3.59997)
C (-0.25150, 2.62306, -2.75670)
N (-0.19196, 2.90569, -1.50678)
N (-1.27545, 3.08188, -0.74203)
C (-1.89388, 2.41524, 0.15066)
S (-1.86811, 0.79664, 0.76337)
S (-3.11928, 3.44394, 1.03441)
C (-4.48381, 3.45654, -0.21524)
C (-4.71455, 4.83116, -0.75699)
C (-3.92018, 5.33743, -1.78332)
C (-4.11700, 6.62082, -2.26209)
C (-5.10782, 7.43157, -1.71937)
C (-5.89406, 6.94280, -0.68595)
C (-5.69812, 5.65477, -0.21119)
C (-1.49744, 2.10250, -3.36811)
C (-2.17604, 2.69869, -4.41675)
C (-3.40415, 2.20683, -4.84176)
C (-3.95025, 1.09817, -4.21113)
C (-3.26825, 0.45814, -3.18952)
C (-2.02165, 0.93241, -2.76688)
O (-1.33544, 0.29787, -1.84813)
H (1.82867, 3.02041, -2.95854)
H (0.81514, 3.71273, -4.24321)
H (1.15007, 1.97501, -4.23953)
H (-5.37045, 3.08215, 0.29475)
H (-4.17589, 2.74859, -0.98335)
H (-3.13836, 4.71295, -2.19036)
H (-3.49251, 6.99605, -3.06461)
H (-5.26587, 8.43451, -2.09814)
H (-6.66357, 7.56945, -0.24868)
H (-6.30947, 5.27603, 0.60121)
H (-1.75701, 3.58103, -4.88948)
H (-3.93872, 2.70047, -5.64468)
H (-4.91703, 0.72369, -4.52856)
H (-3.66183, -0.42699, -2.70496)
N (7.19585, 2.16645, -3.09119)
C (6.21510, 1.35485, -2.49303)
C (4.94389, 1.25078, -3.05335)
C (3.98334, 0.44956, -2.46272)
C (4.29557, -0.26045, -1.31654)
C (5.56199, -0.19128, -0.76379)
C (6.52242, 0.60955, -1.35339)
S (2.98776, -1.11752, -0.46788)
O (2.42883, -2.14526, -1.30018)
O (3.54473, -1.59143, 0.78727)
N (1.80880, -0.01801, -0.24707)
C (2.08115, 1.13223, 0.44555)
N (0.99612, 1.83268, 0.79811)
C (1.17097, 2.92902, 1.50276)
C (2.43085, 3.37397, 1.88021)
C (3.49248, 2.60076, 1.45230)
N (3.34247, 1.49097, 0.74156)
H (6.81082, 2.90946, -3.65193)
H (7.87597, 2.51230, -2.43338)
H (4.69761, 1.81506, -3.94625)
H (2.98909, 0.37598, -2.88553)
H (5.76194, -0.73819, 0.14804)
H (7.51328, 0.68937, -0.91744)
H (0.26694, 3.47019, 1.76873)
H (2.56744, 4.26806, 2.47241)
H (4.52176, 2.86466, 1.68457)
C (2.54166, -4.37562, 4.90988)
C (1.12227, -4.82486, 4.69955)
C (0.55317, -5.81088, 5.49544)
C (-0.76105, -6.21925, 5.31265)
C (-1.52603, -5.62000, 4.32502)
C (-0.97995, -4.63479, 3.51710)
C (0.35017, -4.23694, 3.68584)
N (0.93578, -3.25774, 2.89053)
C (0.36534, -2.67345, 1.73795)
N (0.01156, -3.59405, 0.82134)
C (-0.65518, -3.51658, -0.42918)
C (-0.82010, -2.31953, -1.14380)
C (-1.42606, -2.49159, -2.40308)
C (-1.84842, -3.71212, -2.89969)
C (-1.70374, -4.85500, -2.13178)
C (-1.10840, -4.76988, -0.88577)
C (-0.96962, -6.02390, -0.05096)
N (0.23738, -1.40341, 1.62679)
C (0.47688, -0.65850, 2.81225)
C (1.75656, -0.21699, 3.14984)
C (1.96616, 0.55061, 4.28541)
C (0.90350, 0.86860, 5.11627)
C (-0.35636, 0.37125, 4.82033)
C (-0.58720, -0.41136, 3.69522)
C (-1.93205, -1.05296, 3.48773)
H (3.03452, -4.99304, 5.65999)
H (2.57858, -3.33594, 5.25023)
H (3.10993, -4.43255, 3.97836)
H (1.15526, -6.27152, 6.27074)
H (-1.18194, -6.99610, 5.93931)
H (-2.56124, -5.90548, 4.18518)
H (-1.58747, -4.15399, 2.76263)
H (1.63923, -2.68033, 3.32288)
H (0.32506, -4.51837, 1.05797)
H (-1.54459, -1.63848, -3.05600)
H (-2.28203, -3.77582, -3.89173)
H (-2.04904, -5.81593, -2.50053)
H (-1.52353, -6.83871, -0.51750)
H (-1.36411, -5.88734, 0.95898)
H (0.07371, -6.35203, 0.03444)
H (2.58748, -0.48634, 2.51406)
H (2.96610, 0.90241, 4.51226)
H (1.05618, 1.48204, 5.99698)
H (-1.18769, 0.58270, 5.48510)
H (-2.72985, -0.41925, 3.87441)
H (-1.96515, -2.01132, 4.01754)
H (-2.11647, -1.23583, 2.43281)
F (1.05882, -2.26848, -4.38466)
B (1.04980, -0.88694, -4.30701)
F (0.92231, -0.46143, -2.92083)
F (2.25227, -0.34043, -4.79428)
F (-0.03761, -0.34247, -5.01081)

Results
Strongest force on any atom (eV/A): 3.3
⟨S²⟩: 0.75
Net charge: -2
Spin multiplicity: 2
Frontier orbital gap (spin up / spin down) (eV): 5.518 / 6.111
Relative energy (zero: lowest compared OMol25 entry of this formula, charge and spin) (kJ/mol): 178.78
Calculated total energy (eV): -137238.2719

***

3.
Formula: C7H8N4
Source: the OMol25 dataset
Level of theory: ωB97M-V/def2-TZVPD

Element x y z (Å)
C (-1.81242, 0.95523, 0.29687)
C (-0.16037, -1.13739, 0.28355)
C (3.10006, -0.79250, -0.76947)
C (2.89989, 0.50587, -0.19697)
C (2.01039, -1.52622, -0.71507)
C (1.59565, 0.53238, 0.31370)
C (0.82757, 1.58564, 0.93839)
N (-2.70197, 0.24473, -0.09523)
N (-3.55920, -0.30464, -0.83087)
N (0.99735, -0.73318, -0.01481)
N (-4.56387, -0.91109, -0.18446)
H (4.00133, -1.09630, -1.26092)
H (3.52613, 1.33210, -0.15780)
H (1.98938, -2.52444, -1.02726)
H (0.38943, 2.42346, 0.35669)
H (0.13498, 1.06824, 1.57398)
H (1.60614, 2.16405, 1.52334)
H (-4.98452, -0.48211, 0.67154)
H (-5.29594, -1.30382, -0.70520)

Results
Strongest force on any atom (eV/A): 4.2
Frontier orbital gap (spin up / spin down) (eV): 7.060 / 8.522
Relative energy (zero: lowest compared OMol25 entry of this formula, charge and spin) (kJ/mol): 896.62
Calculated total energy (eV): -13339.8842

***

4.
Formula: C10H12ClO2PSSr
Source: the OMol25 dataset
Level of theory: ωB97M-V/def2-TZVPD

Element x y z (Å)
C (3.30176, -0.67999, 0.20377)
C (2.74549, -0.23432, -1.23433)
P (1.02218, 0.54371, -1.23152)
C (0.97474, 2.22504, -0.37072)
C (-0.16067, 2.32999, 0.78575)
C (-0.28903, -0.55810, -0.39372)
C (-0.16002, -1.22752, 0.87891)
C (-1.45903, -2.06057, 1.35977)
O (-1.39872, -3.16740, 1.90533)
C (-2.87255, -1.33878, 1.01871)
Cl (-4.27699, -1.31344, 2.14118)
C (-3.01258, -0.66462, -0.25973)
S (-4.52154, 0.22542, -0.81742)
C (-1.72962, -0.71143, -1.20887)
O (-1.78094, -0.89064, -2.50514)
H (4.42606, -0.89446, 0.06430)
H (3.23578, 0.13490, 0.99509)
H (2.85295, -1.67824, 0.55125)
H (3.46310, 0.58401, -1.61607)
H (2.80973, -1.07178, -2.02670)
H (0.66604, 2.99589, -1.16624)
H (1.98901, 2.55525, 0.04794)
H (-0.10687, 1.46978, 1.52923)
H (0.05170, 3.29021, 1.37958)
H (-1.21450, 2.43674, 0.36270)
H (0.80305, -1.14413, 1.47375)
H (-5.20792, 0.73668, 0.27406)
Sr (-0.15059, -1.89221, -2.14087)

Results
Strongest force on any atom (eV/A): 12.8
Net charge: +2
Frontier orbital gap (eV): 5.774
Calculated total energy (eV): -48118.2856

***

5.
Formula: C6H17N2
Source: the OMol25 dataset
Level of theory: ωB97M-V/def2-TZVPD

Element x y z (Å)
N (-2.38945, -1.92395, -1.38008)
C (-1.73520, 2.18962, 1.49350)
C (-0.72485, 2.00366, 0.34907)
N (-0.54654, 0.64363, -0.10048)
C (1.89200, -2.21194, 0.51401)
C (0.71006, -1.39751, -0.09640)
C (0.82268, 0.10032, 0.06253)
C (1.90946, 0.78551, -0.85534)
H (-2.89812, -2.19830, -2.16112)
H (-3.18830, -1.89399, -0.70618)
H (-1.27173, 2.59889, 2.38213)
H (-2.55492, 2.92569, 1.20445)
H (-2.14498, 1.21056, 1.52980)
H (0.22626, 2.52880, 0.64930)
H (-0.97303, 2.77040, -0.42594)
H (-1.97252, -0.92450, -1.29469)
H (1.82467, -2.23495, 1.59107)
H (2.06033, -3.17974, -0.01564)
H (2.89720, -1.68575, 0.29755)
H (-0.31026, -1.66994, 0.34471)
H (0.58760, -1.68527, -1.13963)
H (1.22142, 0.28819, 1.13633)
H (2.42353, 1.63384, -0.44889)
H (2.75870, 0.10384, -1.21820)
H (1.37600, 1.22287, -1.71185)

Results
Strongest force on any atom (eV/A): 5.7
⟨S²⟩: 1.76
Net charge: +2
Spin multiplicity: 2
Frontier orbital gap (spin up / spin down) (eV): 4.918 / 6.008
Relative energy (zero: lowest compared OMol25 entry of this formula, charge and spin) (kJ/mol): 715.55
Calculated total energy (eV): -9452.0051